An isolated ion of composition CHO5S and charge -1 at a distorted geometry, computed with ωB97M-V/def2-TZVPD.

```
! wB97M-V def2-TZVPD RIJCOSX def2/J DEFGRID3
* xyz -1 1
S 2.00517 0.00096 -0.00625
O 1.82441 -1.03795 1.01896
O -0.63155 1.31752 0.71913
O 2.21782 -0.52527 -1.34121
O 2.96272 1.03127 0.38072
O 0.12105 2.21359 -0.09569
C 0.30694 0.88281 -0.21442
H -0.20951 0.66516 -1.28312
*
```

Summary:
SMILES ... O=S(=O)([O-])C1OO1

***

An isolated molecule of C3H7NO3 at a distorted geometry, computed with ωB97M-V/def2-TZVPD.

```
! wB97M-V def2-TZVPD RIJCOSX def2/J DEFGRID3
* xyz 0 1
O 0.41358 -1.58323 1.78090
O 0.91657 1.19944 -1.33897
O -0.88644 2.26694 -0.62390
N -0.67164 -1.04344 -0.95177
C -0.05005 1.18353 -0.62740
C 0.71313 -0.35947 1.04844
C -0.52299 -0.03997 0.16671
H -0.19610 -2.05147 1.20068
H 0.04805 -1.73608 -0.73999
H -0.37352 -0.67151 -1.84380
H -0.37868 2.93567 -1.10112
H 1.57155 -0.52324 0.40220
H -1.39690 0.06323 0.78964
H 0.81344 0.35961 1.83839
*
```

Summary:
SMILES ... N[C@@H](CO)C(=O)O

***

C30H28BrN9O2Zn as an isolated structure at a distorted geometry, computed with ωB97M-V/def2-TZVPD.

```
! wB97M-V def2-TZVPD RIJCOSX def2/J DEFGRID3
* xyz 2 1
Br 3.38152 1.66727 -3.62483
Zn 2.25837 1.17653 -0.93110
O -4.33546 -7.43922 5.63063
O 5.96084 5.93462 -2.19233
N 1.92369 0.62252 0.93870
N -0.58396 3.91710 -1.10009
N 0.72209 2.29610 -1.54168
N -1.33667 -3.79086 1.15789
N 0.41492 3.27380 -0.68418
N 1.41647 -0.60235 -1.42421
N 3.71127 2.65512 -1.10644
N -0.85618 -2.77218 3.07586
N -0.98111 3.38721 -2.24762
C -2.92931 -5.82194 2.66677
C 4.15714 3.51217 -0.17971
C -3.62569 -6.73778 3.42199
C 1.68576 0.79848 3.31094
C -0.26471 -2.80610 -1.65685
C 0.84563 -1.11504 -0.31425
C -1.46062 5.01783 -4.00398
C -2.34935 -4.60511 4.66785
C -0.38942 4.44033 -4.92646
C 4.06577 2.90845 -2.37113
C -0.53224 -2.73746 0.83502
C -3.04163 -5.51255 5.42361
C 1.17745 -1.15121 -2.60196
C 0.57230 -0.96586 2.14401
C 4.82876 3.97395 -2.77646
C -0.25210 -2.11839 2.07218
C -2.02724 3.93874 -3.05524
C -1.50748 -3.78497 2.52553
C 0.33007 -2.25065 -2.76247
C -2.26979 -4.74419 3.26926
C -0.92996 6.20830 -3.21270
C 4.92002 4.61937 -0.46737
C 5.27012 4.88861 -1.80028
C 1.12569 -0.47188 0.93765
C -3.68962 -6.60424 4.81627
C -5.01656 -8.55826 5.09514
C -0.15655 2.37391 -2.52643
C 2.19638 1.22122 2.08675
C -0.01268 -2.25689 -0.38333
C 0.85860 -0.30053 3.34149
H -2.30397 5.35046 -4.61401
H 6.22322 6.52592 -1.46970
H -4.32897 -9.23890 4.58513
H -4.12551 -7.55497 2.92687
H -0.03767 5.94741 -2.64610
H -0.75733 3.56703 -5.46010
H -1.67757 6.57433 -2.51455
H 0.51062 4.16410 -4.37577
H -1.85203 -3.76530 5.12597
H -5.45738 -9.06916 5.94803
H -2.76639 4.37946 -2.38407
H -1.71933 -4.47110 0.52437
H 1.93780 1.33953 4.20824
H 0.42001 -0.66521 4.25575
H -5.81168 -8.25304 4.40876
H 5.09053 4.13257 -3.81110
H -0.10484 5.18483 -5.66408
H 3.86724 3.29999 0.83735
H 5.23405 5.27571 0.33102
H 1.66974 -0.70738 -3.45565
H -2.90572 -5.95553 1.59434
H 2.84335 2.08326 2.04129
H -0.19332 1.74059 -3.38762
H -2.48208 3.12853 -3.62801
H 0.15479 -2.64785 -3.74875
H -0.67264 7.01644 -3.89059
H -3.10863 -5.40826 6.49493
H -0.92081 -3.65744 -1.75837
*
```

***

An isolated molecule of C18H27N3O4S at a distorted geometry, computed with ωB97M-V/def2-TZVPD.

```
! wB97M-V def2-TZVPD RIJCOSX def2/J DEFGRID3
* xyz 0 1
S 3.48438 0.50312 -1.06795
O -4.20645 3.57838 1.04184
O 3.66626 1.89850 -1.36591
O -4.12624 1.35470 1.11777
O 4.20285 -0.44875 -1.86517
N -1.65180 1.49488 -1.52156
N -2.25562 -0.64104 -1.28159
N 3.81991 0.15024 0.53274
C -3.10298 -1.79421 -1.11110
C -4.27732 2.45413 -1.02642
C 3.84886 2.38358 1.70013
C -3.61976 -1.91605 0.32878
C -2.64939 0.65636 -1.47553
C 6.30919 0.42170 0.41100
C 0.06522 -1.61227 -1.01321
C 1.74003 0.11849 -1.12936
C 5.11322 -0.44154 0.80620
C -4.18901 2.36990 0.47535
C 1.38729 -1.22059 -0.98268
C 0.81688 1.12161 -1.31529
C -0.52157 0.74613 -1.34667
C -2.22692 -3.85941 1.20724
C -4.06681 1.08132 -1.66158
C 3.19105 1.01900 1.49951
C -0.88719 -0.61642 -1.18907
C -2.55112 -2.37423 1.32215
H -5.25333 2.86679 -1.28775
H -3.99410 -0.94184 0.64677
H 3.14055 0.47841 2.45151
H -3.94522 -1.71184 -1.80403
H 7.22812 -0.14459 0.54536
H 6.36666 1.32752 1.00694
H 6.21453 0.69806 -0.63561
H 5.14736 -1.36669 0.22473
H -2.91443 -2.17362 2.33162
H 4.79437 2.29046 2.22766
H 5.14652 -0.69233 1.87038
H -1.46659 -4.13637 1.93338
H -1.85456 -4.11402 0.21767
H -3.50651 3.14403 -1.37117
H -1.64505 -1.78247 1.17966
H 1.13496 2.14313 -1.43947
H -4.13954 3.50672 2.00720
H -0.20627 -2.65061 -0.90461
H -3.11570 -4.45756 1.39756
H 2.16860 1.16521 1.13902
H 2.18068 -1.93888 -0.85719
H 4.01959 2.84494 0.73154
H -4.28135 1.14084 -2.73207
H -4.45115 -2.62362 0.34094
H 3.19096 3.02079 2.28652
H -2.52660 -2.67907 -1.38805
H -4.74541 0.35907 -1.20813
*
```

Summary:
SMILES ... CCCCn1c(CCC(=O)O)nc2cc(S(=O)(=O)N(CC)CC)ccc21

***

An isolated molecule of C4H10N2OS at a distorted geometry, computed with ωB97M-V/def2-TZVPD.

```
! wB97M-V def2-TZVPD RIJCOSX def2/J DEFGRID3
* xyz 0 1
S 1.98124 -1.05685 1.59307
O 0.99417 1.32672 -0.34730
N -2.69115 0.41539 -2.33490
N -0.44646 0.01663 -1.47121
C -0.51380 0.22237 1.08326
C 0.01619 0.58960 -0.32072
C -1.83495 -0.51616 -1.72737
C 0.69776 0.10399 1.99499
H -3.29180 1.04889 -1.84495
H -1.14494 1.06852 1.38701
H -2.22462 -0.94748 -0.77757
H 0.15143 -0.32011 2.90776
H 2.67503 -0.41742 0.61188
H 1.18147 1.02507 2.31162
H -0.17328 0.57981 -2.27668
H -1.64679 -1.35246 -2.46177
H -0.97203 -0.74958 0.90567
H -2.43650 0.67798 -3.26956
*
```

Summary:
SMILES ... NCNC(=O)CCS

***

A 2-piece molecular cluster, CH4OP2 overall at a distorted geometry, computed with ωB97M-V/def2-TZVPD.

```
! wB97M-V def2-TZVPD RIJCOSX def2/J DEFGRID3
* xyz 0 1
P 1.61781 -1.23689 -0.01490
P -2.08251 0.18493 -0.31631
O 2.91867 1.23589 0.13049
C 2.34823 0.23143 0.03543
H -1.68904 -0.98803 0.31838
H 0.88605 -0.83516 -1.13583
H -2.95265 0.50239 0.71610
H -1.04656 0.90543 0.26663
*
```

Summary:
SMILES ... O=C=P.P

***

Q: Which LUMO values were calculated for the entries above? A: 4.046, 0.691, -5.813, 0.578, 0.809, 0.269, in eV.
Q: Which energy relative to the best compared isomer or geometry (same formula, charge and spin) values were calculated for the entries above? A: 478.4, 174.4, 20.1, 47.3, 108.7, 108.1, in kJ/mol.